110
Properties=species:S:1:pos:R:3 method="wB97M-V/def2-TZVPD" homo_lumo_gap_ev=0.79 homo_ev=1.71 lumo_ev=2.50 total_energy_ev=-85895.304 charge=-2
H -2.25372 0.91539 -0.72136
N 3.43483 2.60250 -1.38338
N 3.80807 10.02523 -0.23009
H 0.83238 -11.69435 5.43745
O -1.50172 -0.09299 4.61212
H 4.46389 10.02253 0.54012
C 2.89322 9.03938 -0.25886
H -1.98171 -8.08688 4.11149
N -3.09229 2.17599 -4.83241
H -2.44313 -7.11688 2.48281
C -2.38127 -7.08670 3.65109
C 1.17367 -5.13900 0.26916
O -2.23842 -4.44663 4.16996
H -1.31244 -9.36556 -3.80053
H 2.72800 5.97752 1.03830
H 3.57219 6.65055 2.40145
H 0.25459 -0.98044 1.85489
H 0.25063 -7.72783 5.27713
O -2.90806 0.00969 -6.81567
O -0.80705 -9.92719 4.90254
H -1.72971 -2.55942 -8.25255
O -2.90409 2.47973 1.95882
N 1.97796 -1.62623 3.54001
N -1.58721 -1.59934 -5.95373
H 5.47249 5.60839 3.18272
H 1.54549 1.93609 -3.85136
C 2.29027 2.58012 -2.08989
H -3.28314 0.00299 7.23335
C 0.33680 -9.74394 5.28822
O -2.30503 1.25166 -2.93452
H 1.34326 8.36826 -1.36317
H -3.11324 -2.14388 6.41498
H -2.74916 -1.30730 -8.89809
H -4.03444 3.98262 0.68113
O 2.83495 8.16771 0.59408
H -1.26823 3.83553 -4.45179
N -0.96827 -9.80753 -1.36900
N -4.70902 4.66130 0.37070
H 2.12744 -10.62249 5.88172
O -5.44606 6.78589 0.23120
N 1.18223 -10.75354 5.56323
C -2.24676 2.12332 -3.78746
H -1.81941 0.39450 2.71479
H 1.12561 -1.30046 3.96358
C -4.61446 5.98016 0.61840
H 2.95471 -5.42874 1.30589
H 3.40728 3.04900 -0.47606
O 4.25001 4.06332 0.69842
N 1.07911 -6.45785 0.02146
H -1.06750 -2.45548 -6.04839
H 0.27677 -6.77030 -0.50955
C -2.28419 -1.03067 -6.95398
H -3.06014 2.88570 -5.54474
H 2.45401 7.79830 -5.07202
H -5.51136 4.34885 -0.16031
C -2.20286 -0.49704 5.52636
H -2.47630 1.30013 6.40254
H -3.01927 2.46190 -0.50758
O 1.25041 3.06959 -1.67781
N 2.25900 -4.78005 0.97828
C -1.55163 -8.69308 -1.84578
C -1.56919 -5.78096 4.21969
N 2.29958 5.77653 -3.61781
H 3.87175 10.75158 -0.92320
H 4.30080 2.20485 -1.70589
C 4.36263 4.91726 1.56376
O -1.96281 -7.80123 -1.12036
H 1.22677 -1.35658 0.46306
C 1.61032 5.92113 -4.76395
N 1.82988 7.08313 -5.40521
O 3.21595 -2.10539 1.71948
N 5.36309 4.91402 2.46305
N -1.90954 0.47343 1.71018
N -2.70401 0.31687 6.47295
C 2.17203 -1.70657 2.21127
N 3.49622 5.93786 1.69546
H 2.36827 -3.79605 1.18661
O -0.33648 -5.80374 4.77751
N -2.23783 -1.70144 -8.11912
H 2.74352 -1.91387 4.13544
H 6.03742 4.16267 2.39901
N -1.64517 -8.64126 -3.18676
H -2.07800 -7.81906 -3.58676
N 0.85410 -8.51595 5.47278
N -2.58645 1.63970 -0.10759
H -3.41986 7.32310 1.53585
C -2.49291 1.58788 1.23340
N -3.52913 6.33910 1.32752
H -1.59584 -1.12640 -5.05952
O 0.84758 5.06710 -5.18771
H 1.79347 -8.34485 5.78970
H -0.62345 -10.55275 -1.95026
H -2.18051 -2.43873 4.97743
N 2.04769 9.09204 -1.30382
H -3.79672 1.45221 -4.89177
H 3.23181 1.56578 -3.64405
H -1.56473 -0.27180 1.12892
N 2.38459 1.97465 -3.28744
H -0.67609 3.10648 -2.98847
H 2.07984 9.80175 -2.01614
H 2.93218 6.46833 -3.25263
H 1.33058 7.23206 -6.27232
H 1.75369 -7.13653 0.33189
O 0.34207 -4.33326 -0.11803
N -2.53715 -1.79226 5.66897
N -1.33191 3.10918 -3.75869
H 2.16320 4.91580 -3.10386
H -0.87813 -9.88645 -0.36439
H -2.83342 5.69041 1.65512
N 1.12231 -1.31182 1.46838

=====

17
Properties=species:S:1:pos:R:3 method="wB97M-V/def2-TZVPD" homo_lumo_gap_ev=9.26 homo_ev=-9.13 lumo_ev=0.13 e_above_lowest_ev=4.7516 total_energy_ev=-8426.489
C 0.96106 0.02826 -1.25383
H 0.69982 -1.76297 0.71370
H -1.63586 -1.45055 2.08988
H 0.87080 -0.97347 -1.67579
H 2.35924 1.10114 -0.12571
O 1.02642 1.46047 0.55018
H -1.24723 0.14802 -1.62086
C 0.52882 0.35246 0.08996
C 0.30831 -0.80552 1.08650
H -2.94402 -0.07218 0.36979
C -1.02537 0.55034 -0.62387
H -1.12700 1.63619 -0.66125
H 1.02753 0.84791 -1.96321
C -1.86022 -0.15206 0.40673
C -1.17844 -0.86944 1.29374
H 2.62640 0.54894 -0.72848
H 0.85549 -0.55583 2.00030

=====

87
Properties=species:S:1:pos:R:3 method="wB97M-V/def2-TZVPD" homo_lumo_gap_ev=5.90 homo_ev=-15.36 lumo_ev=-9.46 e_above_lowest_ev=0.0000 total_energy_ev=-173873.680 charge=+3
C 2.60563 -4.88774 -1.01251
C 1.18061 -0.40373 -4.37243
C -2.81174 3.51774 -0.22907
H 1.12200 -1.37753 3.43163
C -0.96096 -1.12648 3.76364
C -1.30965 -0.38120 -5.59046
C 0.75389 -1.53720 5.51511
H 2.67482 -4.77942 2.41251
C -4.37463 -1.11901 5.48561
H 5.75441 2.70023 -1.16022
C 2.24111 2.75168 -2.93338
C 1.89894 -3.75210 -1.29668
C -1.22363 5.79280 -0.24058
C 3.17670 -0.31833 -0.15940
C 0.25977 0.71379 -2.39869
C 4.08992 0.65708 -0.40397
C 4.75098 2.73800 -1.61377
C 3.79971 -6.50591 0.52687
H -3.50535 2.68364 -0.20035
S -0.57716 1.95154 -0.10497
C -3.36699 4.77936 -0.38259
H -4.70043 -1.71332 7.52828
Br -4.00879 -0.75466 2.56183
C 1.58091 -2.96296 -0.22105
H -0.63615 6.68567 -0.16082
O -1.67476 1.12015 0.82461
H -5.47969 -0.98846 5.18922
H -2.56158 8.00850 -0.23259
C -2.56175 -1.66936 7.03688
C -0.81074 1.30061 -1.76333
Cl -2.97455 -1.85983 -0.76824
H -0.31289 -1.17470 -7.31803
C -1.18521 0.10813 -4.28155
C 0.10599 0.19150 -3.68711
H 1.26237 2.66202 -3.52471
H 1.67312 -2.62036 1.93271
C -3.45127 -0.96321 4.46189
C 3.82420 1.73917 -1.31237
C -0.28235 -1.73719 6.36021
H 2.18485 -0.38731 -3.95579
H -3.09090 -4.26399 -0.54498
H -2.18717 -1.83942 8.02560
H 3.40293 -7.36019 -0.02712
S 0.72352 -1.43522 -0.55497
H -2.25895 -0.31398 -6.06383
C -1.63416 -1.44796 5.99767
O 0.39731 -0.93798 0.99551
Cl -2.11173 -3.70742 1.45938
C -1.42038 3.46380 -0.12954
C -0.18980 -0.86889 -6.27096
C -2.58385 5.94504 -0.37012
H 3.02680 4.45732 -3.97023
C 1.83790 -3.29332 1.07257
H -0.08781 -2.08768 7.30884
H 5.06351 0.49606 0.08208
H 3.91860 -6.67358 1.61503
C -3.28628 -3.45963 0.12225
C 4.41563 3.68100 -2.52355
C 2.96689 -5.31015 0.28629
H 5.13494 4.45581 -2.68262
C 1.62189 0.74514 -1.69431
H 4.78338 -6.33555 0.07037
H -4.21616 -3.48637 0.62598
C -2.08941 1.28624 -2.36412
H -2.92745 1.75971 -1.86499
H -3.28556 0.66099 -3.93955
H 1.89381 -1.49090 -6.04628
H -3.91772 7.51548 -1.37861
H 3.49318 -1.07696 0.48335
C -3.32028 7.29986 -0.48432
C -2.28039 0.65672 -3.51267
C 0.34911 -1.37994 4.18052
H 2.86753 -5.46711 -1.87089
Sn -1.33632 -0.48861 1.88458
H 1.76127 -1.65588 5.81196
C -3.92203 -1.51275 6.79116
H -4.43797 4.86060 -0.68171
C 2.52041 -4.47476 1.35205
C 3.21144 3.66950 -3.18361
H -3.99836 7.40026 0.30586
C -0.63043 4.55275 -0.02260
H 1.70710 -3.48521 -2.34931
C 2.52833 1.78227 -1.95148
C 1.04860 -0.97167 -5.62333
C -2.04861 -1.09151 4.71890
H 0.43965 4.41211 0.05421
C 1.97833 -0.26556 -0.84482

=====

89
Properties=species:S:1:pos:R:3 method="wB97M-V/def2-TZVPD" homo_lumo_gap_ev="6.35 / 6.49" homo_ev="-13.30 / -13.35" multiplicity=2 lumo_ev="-6.95 / -6.86" e_above_lowest_ev=2.2158 total_energy_ev=-109950.045 charge=+2
C 0.25713 -4.00419 -0.73910
C -2.98995 0.49014 1.28375
C -2.58875 0.98515 -3.46004
C 3.03464 2.62756 -2.80480
H 2.94524 -5.19089 1.08542
C 1.89350 -5.06643 0.84415
C 2.15358 2.51321 -1.74208
C 3.54043 -0.40524 0.09676
H 0.12946 -3.56678 -1.72838
H 5.10360 -3.34226 3.54755
O -1.80413 0.59080 0.96511
Cl -0.54407 0.06931 3.95532
H -2.19580 -3.29801 -1.20891
H -2.72770 0.58075 3.29351
H -1.67915 -0.83608 -4.16671
C 0.46183 3.98348 0.72078
H -3.18328 1.15017 -5.48898
H 2.19798 -3.24189 -0.27379
H -2.18204 6.96239 -1.37643
O -4.50266 2.15166 -4.24163
C -2.48354 1.99006 -2.50291
C -1.64481 -0.03825 -3.44009
C 4.16713 0.66442 -2.05959
C -1.69070 4.35570 -0.88711
H 0.60930 -1.64813 2.41658
H -2.23784 -3.22637 2.61168
C 4.02428 1.67593 -2.98780
H -5.15437 2.23983 -4.94399
H 1.40067 3.27997 -1.64622
H 6.03683 -2.14378 1.59107
Re 0.59790 0.88379 0.42956
H -2.65770 -1.98355 -0.09843
H -4.23220 0.11485 -4.49926
H 4.68596 1.73234 -3.83632
H 3.16304 -3.97939 4.93097
C 4.11679 -2.97552 3.31719
C 3.31321 0.57532 -0.95979
C 2.68053 -1.58649 1.89917
C -1.74960 6.84278 -0.37469
H -2.57088 6.92378 0.35116
C -2.97681 -3.96432 0.71489
H 0.91713 -3.14672 4.34046
H -2.51506 4.48348 -1.56986
N -3.41430 0.55866 2.55191
H -3.22137 2.77588 -2.50773
C -1.42992 1.97093 -1.59732
H -0.30067 -4.93600 -0.66291
O -0.02913 -1.48730 -0.05530
O -0.84828 7.85891 -0.05136
C 1.76571 -2.84555 3.74606
H -3.74091 -2.47355 2.07427
C 3.03993 -3.32776 4.08078
H 4.93900 -0.07348 -2.20398
Si 0.71557 1.32337 2.88942
H -3.68894 0.36815 -0.62899
H -3.94462 -4.18851 0.26295
C -2.22642 -2.98081 -0.16810
H 1.36159 3.81092 1.29231
H 1.39849 -4.60545 1.69593
H 1.46738 -6.05387 0.68967
S -0.49491 -2.82154 0.45442
C 1.72455 -4.21752 -0.40814
H 2.94547 3.45568 -3.49110
C 4.82962 -0.93706 0.31825
H 0.45907 6.10243 1.01609
C 3.96688 -2.12172 2.20798
H 0.09915 -0.78434 -2.41695
C -1.16294 5.46231 -0.23034
C -0.02591 5.26047 0.55045
H -0.33322 8.12614 -0.82028
H 2.21241 -4.71407 -1.24963
N 2.51595 -0.70776 0.87918
N -0.09871 2.91192 0.14831
H -2.42299 -4.90311 0.77229
H -3.75492 -4.11176 2.71753
N -3.94129 0.26543 0.33765
C -3.18812 -3.40844 2.11629
H -4.38222 0.44407 2.79835
C 2.22447 1.46022 -0.82321
C -3.66434 1.05680 -4.50259
Cl -0.03877 3.15885 3.48994
H -4.91842 0.34930 0.55415
N -0.54413 0.96224 -1.58160
C -0.65404 -0.01165 -2.47233
C 5.04772 -1.76472 1.38029
Cl 2.52330 1.10941 3.83469
C 1.59047 -2.00162 2.68329
H 5.64479 -0.63740 -0.31815
C -1.12114 3.10031 -0.71062

=====

110
Properties=species:S:1:pos:R:3 method="wB97M-V/def2-TZVPD" homo_lumo_gap_ev=7.29 homo_ev=-12.71 lumo_ev=-5.41 total_energy_ev=-168109.408 charge=+2
C 5.48562 4.48202 -0.27686
C -4.66426 0.27564 2.91775
C 3.57387 3.08719 -0.26251
C -3.58406 -1.37513 -2.12745
H -5.99571 0.99313 -2.49936
H -2.66471 -4.69409 -0.14182
C 2.39280 0.02010 -2.80086
C -0.24265 -0.55390 -6.45078
H -3.69781 3.41371 2.03679
H 3.22347 -2.00322 1.75187
C 3.74620 0.23023 -2.53469
C 0.00466 3.91570 1.26590
C -3.53554 0.23756 -0.29533
H 0.87608 -1.76835 -5.09411
C -1.12592 0.48192 -6.57656
C -1.66623 1.07813 -5.43657
C -0.83118 2.85080 1.57684
C -1.76587 2.25489 0.63862
H -2.39437 1.89312 -5.54481
H 0.38715 -3.66881 -3.95804
H -2.34980 2.23770 -1.40621
C 0.52313 -4.70236 1.61415
C -5.39273 2.92995 3.24509
N 0.58356 -0.43010 3.58594
C -2.05292 -4.40437 -0.97347
H 1.94383 -2.85613 -1.09833
C -4.59436 0.89814 -0.89810
N 1.17189 -2.41780 1.63359
H 5.62054 5.93088 -1.89140
H -5.05095 1.78195 -0.47735
H 1.83316 0.72064 -3.41687
H 2.27522 3.20225 -1.96505
H 5.12401 3.01371 1.21177
Br 2.13772 -6.96595 1.65869
La 0.43582 0.06063 0.86934
C -0.48716 -0.50930 -4.05038
H -0.88971 4.14206 -1.99437
C -0.57624 -2.85975 -2.17530
C 2.82671 2.02207 0.40725
N 2.43690 0.79582 2.24188
C -5.86309 0.59950 3.54606
C 2.45739 -2.79577 1.70539
C 0.02698 4.36770 -0.04725
H 4.39968 -2.53507 -0.68815
C 3.92755 4.58099 -2.09605
C -0.33643 -3.84949 -3.13115
H 3.63095 5.00666 -3.05443
H 3.26804 2.05424 5.03724
C -4.28625 2.61424 2.49453
C -0.82332 3.77045 -0.98021
C 1.03591 -1.36518 6.14437
C 2.82419 -4.12506 1.78223
C 1.69222 -0.08309 4.26909
N 3.29707 1.63189 1.56246
H -4.43010 -0.78570 2.74964
H -0.79189 -2.36782 5.90360
H 4.24996 1.08275 -2.93052
C -0.10225 -1.66867 5.45861
H -0.88060 -5.80448 -3.81011
C 2.61775 0.75068 3.50195
H -7.14090 2.18550 4.19020
C 4.45193 -0.65146 -1.70902
C 3.83219 -1.79982 -1.26332
H 0.21494 -1.06244 -7.31675
H -0.81747 2.45830 2.59800
H 2.85709 -0.25055 6.03896
H -0.26823 -5.39282 1.53705
C -6.20001 1.92210 3.73729
C 5.06632 5.08300 -1.44946
H -1.88601 0.93615 -3.31253
C 0.23694 -3.35987 1.68974
H -1.17917 -1.42799 3.58177
O -2.76614 -2.57864 1.15338
S -1.94072 -1.93683 0.09387
H -5.68722 3.94871 3.31047
C 1.73434 -1.06243 -2.26151
C 1.86090 -5.12852 1.64380
H -2.18564 -6.38130 -1.87815
C -0.33136 -1.20429 4.17752
C -1.45897 -3.16033 -1.09131
H 4.36458 1.98748 3.62259
H 3.87697 -4.37045 1.90753
H 4.27816 0.67847 4.73068
C -3.10729 -0.95060 -0.90170
H 1.17902 -1.78340 7.12899
H 0.67559 5.18099 -0.36258
C -1.79444 -5.35584 -1.94037
C 1.93037 -0.52864 5.57272
C 3.18463 3.56884 -1.52276
C 4.76169 3.49450 0.33225
C -1.38352 0.54693 -4.19321
O 1.72748 1.55866 -0.13906
H -3.15479 -2.23323 -2.65662
H -0.80263 -3.07242 1.73991
P -2.61121 0.76470 1.20451
C -5.11681 0.48479 -2.09832
H 0.64255 4.29983 2.03900
P -0.08528 -1.09074 -2.32944
C -3.91839 1.29782 2.35297
H -1.38782 0.82310 -7.58263
C -0.96801 -5.06426 -3.03526
H 6.37842 4.88075 0.21339
C 0.11773 -1.00099 -5.18522
H 5.51095 -0.51697 -1.57099
H -4.98513 -0.88559 -3.74455
C -4.59938 -0.63305 -2.75259
H -6.52573 -0.20649 3.88569
C -1.67250 2.71270 -0.66488
C 3.68356 1.43927 4.24564
C 2.45457 -1.98207 -1.49187

=====

73
Properties=species:S:1:pos:R:3 method="wB97M-V/def2-TZVPD" homo_lumo_gap_ev=6.99 homo_ev=-14.19 lumo_ev=-7.20 e_above_lowest_ev=1.2148 total_energy_ev=-142670.825 charge=+2
C -0.21817 3.93199 0.79097
C 5.85328 -1.78596 0.72792
C 2.89034 1.87847 -2.28953
C 2.71078 -5.05129 1.93491
H 2.73603 5.67552 -1.64018
H 3.00633 0.81277 -2.47437
C 4.45912 0.08889 0.18744
H 3.99734 -6.72639 1.62980
H -0.07480 7.74276 0.49154
H 0.70002 -0.71378 -1.95112
H 4.17035 4.35143 3.97621
C 3.58916 2.95476 2.45693
C 1.49809 -2.55910 -0.56338
C 2.76834 2.90557 4.72007
H 1.43052 -3.35808 2.04894
H -3.48560 -0.77596 -2.95918
H 2.74663 3.32157 5.71817
N -3.36188 -0.83613 -1.96021
C 2.02298 1.76551 4.44093
C 4.63354 -1.13500 0.82334
C 2.76733 4.61014 -1.82509
H 5.99514 -2.73772 1.22260
H -4.15057 -1.14315 -1.41270
H -0.99131 6.39842 -1.36524
H 2.96756 2.38466 -4.37002
C 2.03672 -3.97444 1.40255
C 2.81518 1.84365 2.15235
S -0.28873 2.18232 0.96378
C 2.97118 -4.53836 -0.75472
S 1.24759 -0.32693 2.82054
Ta 0.26071 0.01910 0.74306
C 2.17704 -3.71563 0.04511
C 6.88874 -1.21144 0.00330
C -0.68973 4.53058 -0.37013
S -2.13367 -0.73426 0.34270
C 3.49933 -5.88771 1.16469
O 1.94654 -4.49371 4.03017
H -1.10005 3.93260 -1.17227
N 0.10069 0.07040 -1.62645
C 2.76066 3.72986 -0.74898
C 6.71161 0.01587 -0.62160
O 3.10906 -6.29949 3.82412
C -0.11096 6.66499 0.57449
C 3.56106 3.49005 3.73925
C 0.34449 6.04781 1.73330
H 7.84036 -1.71977 -0.07181
H 2.70872 4.12063 0.25807
C 5.49385 0.67459 -0.53508
H 4.23670 -6.26535 -0.81110
C 2.89148 2.76084 -3.35844
C 2.81348 2.36329 -0.98099
C 2.04853 1.23833 3.15960
H 7.52350 0.46348 -1.17843
H 5.35925 1.62860 -1.03116
H 0.73226 6.64196 2.54962
H 3.06725 -4.31824 -1.80900
H 1.44170 1.28550 5.21680
N -1.21035 -0.11039 -2.12381
O 0.72242 -1.84492 0.26731
O 1.61148 -2.23845 -1.73292
C 3.62600 -5.62178 -0.19391
C -2.21791 -0.55055 -1.35555
H 2.84328 4.82057 -3.95614
C 0.29119 4.66888 1.85508
C -0.62719 5.91069 -0.47146
H 4.23091 3.39417 1.70165
H 0.45451 0.96222 -1.97234
C 2.82649 4.12998 -3.12398
As 2.79337 1.01834 0.39645
N 2.58033 -5.30612 3.38662
H -1.29932 -0.15566 -3.13038
H 0.63537 4.17147 2.75332
H 3.83558 -1.57132 1.40867